A structure of composition C4H5O5S at a distorted geometry. Source: OMol25; level of theory: wB97M-V/def2-TZVPD.

Computed properties:
Highest occupied orbital energy (eV): -4.9
LUMO (Ha): 0.1263
Relative energy (zero: lowest compared OMol25 entry of this formula, charge and spin) (eV): 3.542
Net charge: -1

Atoms and positions in Å:
C -0.499 -2.659 -2.919
C 0.100 -1.637 -2.730
C 0.943 -0.366 -2.643
C 0.826 1.297 0.913
O 1.817 -0.349 -3.498
O 0.849 0.297 -1.603
O -1.543 1.355 -0.945
O -2.243 -0.643 0.368
O -0.078 0.217 0.869
S -0.969 0.040 -0.503
H -3.142 -0.097 0.439
H -0.912 -3.516 -3.342
H 0.364 2.253 0.388
H 1.968 1.148 0.611
H 0.674 1.561 2.006